Below is a cluster of 5 separate species, CH10O3S2 in total in a non-equilibrium geometry, with properties calculated with ωB97M-V/def2-TZVPD.

Output
ΔE to the lowest compared entry with this formula, charge and spin in kcal/mol: 117.17
Electronic energy in eV: -29007.4218
Charge: 0
Frontier orbital gap in eV: 5.544
E_LUMO in Eh: -0.12258
Multiplicity: 1

Last column: natural (NBO) charge in e.
CARTESIAN COORDINATES (ANGSTROEM)
1 C -0.3661 -0.7764 -2.6770  -0.758
2 S -1.0206 -0.4413 -0.9909  0.512
3 S -0.7035 1.5241 -0.8152  -0.376
4 H 0.6530 -0.4268 -2.6730  0.247
5 H -0.4504 -1.8404 -2.8867  0.239
6 H -0.9615 -0.1850 -3.4044  0.236
7 H 1.3469 -0.6103 -0.6299  -0.053
8 H 0.9011 1.2072 0.5902  0.472
9 H 0.3913 2.1482 1.4680  0.485
10 O 1.1411 1.5170 1.4869  -0.923
11 H 1.2512 0.3422 2.5244  0.488
12 H 1.1146 -0.0188 4.0389  0.468
13 O 1.3028 -0.3643 3.1643  -0.997
14 H 0.7240 -1.5905 0.0839  0.408
15 H 0.6606 -1.9386 1.6105  0.503
16 O 0.6145 -2.3114 0.6861  -0.951

Atoms 1-6, force components in eV/Å:
-0.8 0.5 -0.4
3.1 1.8 -0.2
-1.6 -0.7 -0.6
0.0 -0.1 -0.2
0.1 0.0 0.1
0.2 -0.4 0.5